[1]
Below is a molecular structure, C38H78B3O37Ti2, with properties calculated with ωB97M-V/def2-TZVPD.

Each line ends with the Löwdin charge.
Element x y z (Å)
Ti 3.435 2.748 -2.643  1.327
Ti 1.918 -4.246 1.776  1.435
O -1.228 -3.154 -0.679  0.241
C -0.693 -2.110 -0.519  -0.308
O -0.808 -0.942 -1.210  0.298
B 0.160 -0.164 -0.530  -0.880
O 0.988 -0.933 0.484  0.311
C 0.356 -2.041 0.535  -0.306
O 0.573 -3.059 1.188  -0.018
O -0.305 0.937 0.305  0.275
C 0.168 1.992 -0.267  -0.383
O -0.039 3.161 -0.087  0.195
C 1.206 1.515 -1.256  -0.314
O 1.265 0.277 -1.470  0.341
O 1.889 2.453 -1.663  0.018
O 4.648 2.913 -1.209  0.037
C 4.819 2.201 -0.240  -0.301
O 3.870 1.663 0.489  0.256
B 4.599 0.750 1.526  -0.800
O 5.978 0.901 1.258  0.319
C 6.153 1.704 0.221  -0.344
O 7.152 1.978 -0.381  0.252
O 4.145 -0.672 1.338  0.245
C 3.583 -1.111 2.432  -0.260
O 3.120 -2.261 2.650  0.059
C 3.638 0.025 3.488  -0.357
O 4.178 1.049 2.883  0.273
O 3.274 -0.073 4.643  0.184
O 4.110 -1.209 -4.930  0.219
C 4.254 -1.303 -3.736  -0.338
O 4.349 -2.392 -2.992  0.274
B 4.554 -2.079 -1.566  -0.769
O 4.414 -0.549 -1.541  0.274
C 4.287 -0.130 -2.765  -0.249
O 4.162 1.049 -3.125  0.030
O 5.805 -2.547 -1.048  0.309
C 5.602 -3.405 -0.080  -0.341
O 6.438 -4.007 0.552  0.243
C 4.098 -3.497 0.073  -0.298
O 3.496 -2.713 -0.725  0.312
O 3.635 -4.228 0.964  0.010
C 1.408 0.814 -5.098  -0.043
C 2.407 1.824 -5.579  -0.149
O 2.483 2.860 -4.486  -0.175
H 1.731 0.406 -4.139  0.061
H 1.350 0.008 -5.840  0.114
H 0.431 1.286 -4.962  0.074
H 2.187 2.270 -6.551  0.143
H 3.450 1.489 -5.612  0.119
H 1.599 3.296 -4.429  0.088
C -2.757 -0.225 -3.666  -0.059
C -2.384 1.108 -3.081  -0.257
O -1.739 1.891 -4.111  -0.104
H -3.501 -0.032 -4.445  0.097
H -3.243 -0.826 -2.881  0.082
H -1.879 -0.726 -4.054  0.082
H -1.628 1.028 -2.283  0.094
H -3.226 1.651 -2.644  0.128
H -2.373 2.165 -4.779  0.115
C 0.294 3.757 3.208  -0.075
C 1.611 3.147 2.856  -0.304
O 2.640 4.003 3.398  -0.071
H 0.127 3.587 4.257  0.075
H -0.520 3.326 2.627  0.059
H 0.281 4.823 3.025  0.081
H 1.765 3.191 1.769  0.090
H 1.654 2.096 3.219  0.097
H 2.595 4.075 4.369  0.108
C -2.081 6.107 0.393  -0.095
C -2.721 6.573 1.669  -0.264
O -3.921 5.776 1.759  -0.102
H -2.800 6.033 -0.428  0.086
H -1.592 5.136 0.497  0.043
H -1.277 6.778 0.070  0.075
H -3.028 7.606 1.617  0.115
H -2.070 6.426 2.549  0.116
H -4.586 6.203 2.323  0.111
C -1.589 5.665 -3.931  -0.054
C -0.753 4.930 -2.910  -0.268
O 0.047 3.865 -3.511  -0.136
H -2.078 6.509 -3.434  0.092
H -2.348 4.973 -4.300  0.077
H -0.959 6.031 -4.749  0.093
H -1.370 4.535 -2.081  0.110
H -0.025 5.642 -2.529  0.094
H -0.545 3.133 -3.782  0.039
C 1.937 6.136 -0.156  -0.030
C 3.088 5.275 -0.674  -0.206
O 3.016 4.883 -2.085  -0.122
H 2.004 7.166 -0.456  0.088
H 1.984 6.095 0.939  0.099
H 0.971 5.767 -0.502  0.051
H 3.086 4.355 -0.059  0.097
H 4.034 5.764 -0.532  0.131
H 2.100 5.016 -2.397  0.093
C -2.155 -5.239 3.560  -0.029
C -1.300 -4.885 2.352  -0.234
O 0.015 -5.534 2.383  -0.151
H -1.612 -4.934 4.468  0.063
H -2.173 -6.325 3.635  0.087
H -3.180 -4.886 3.682  0.091
H -1.087 -3.823 2.380  0.081
H -1.815 -5.159 1.436  0.120
H -0.093 -6.486 2.505  0.129
C -0.282 0.255 4.763  -0.048
C -0.190 -0.106 3.335  -0.298
O -0.546 -1.465 3.093  -0.076
H 0.479 -0.289 5.317  0.072
H -1.257 0.014 5.203  0.104
H -0.087 1.330 4.913  0.086
H 0.806 0.003 2.925  0.095
H -0.858 0.562 2.776  0.115
H -1.510 -1.464 3.227  0.133
C 0.466 -3.361 6.006  -0.047
C 1.651 -3.536 5.098  -0.201
O 1.112 -3.677 3.749  -0.181
H -0.089 -2.438 5.834  0.067
H 0.639 -3.409 7.078  0.105
H -0.262 -4.137 5.759  0.068
H 2.155 -4.442 5.400  0.130
H 2.303 -2.670 5.247  0.120
H 0.659 -2.802 3.619  0.079
C 0.493 -7.657 -0.867  -0.047
C 0.610 -6.205 -0.504  -0.248
O 1.692 -5.993 0.418  -0.136
H -0.270 -7.869 -1.624  0.109
H 0.320 -8.320 -0.025  0.092
H 1.427 -7.989 -1.313  0.092
H -0.295 -5.901 0.032  0.102
H 0.674 -5.658 -1.447  0.134
H 2.301 -6.733 0.380  0.128
C -5.651 -2.018 -0.035  -0.085
C -4.408 -2.728 0.482  -0.297
O -4.632 -3.336 1.790  -0.095
H -5.488 -1.535 -1.024  0.082
H -5.993 -1.283 0.697  0.078
H -6.461 -2.743 -0.114  0.083
H -3.592 -1.998 0.624  0.080
H -4.118 -3.446 -0.281  0.084
H -5.585 -3.416 1.941  0.086
C -3.554 0.879 0.984  -0.065
C -3.337 2.403 0.754  -0.282
O -4.621 3.067 0.919  -0.076
H -2.628 0.320 1.051  0.031
H -4.181 0.465 0.179  0.070
H -4.101 0.745 1.913  0.086
H -2.979 2.606 -0.283  0.094
H -2.592 2.838 1.440  0.094
H -4.438 4.003 1.077  0.038
C -3.708 -4.383 -3.169  -0.103
C -4.779 -3.881 -4.098  -0.305
O -5.905 -3.408 -3.332  -0.087
H -4.142 -5.155 -2.517  0.087
H -3.338 -3.580 -2.535  0.034
H -2.838 -4.717 -3.731  0.073
H -5.110 -4.693 -4.764  0.121
H -4.417 -3.024 -4.712  0.110
H -6.678 -3.913 -3.581  0.081

Calculated values
- Orbital gap (spin up / spin down): 5.648 / 5.936 eV
- Multiplicity: 3
- DFT total energy: -6051.90177 Eh
- Total charge: +3

=====

[2]
Below is 7 unconnected molecules or ions with the total composition C38H78IO28PS7, with properties calculated with ωB97M-V/def2-TZVPD.

Each line ends with the Löwdin charge.
Element x y z (Å)
C 1.637 -3.970 -4.442  -0.115
C 0.945 -4.890 -3.422  -0.248
C -0.556 -5.132 -3.777  -0.194
C -1.526 -4.640 -2.672  -0.207
C -2.339 -3.410 -3.083  -0.209
C -1.493 -2.110 -3.066  -0.185
C -0.720 -1.903 -1.744  -0.176
C -0.632 -0.398 -1.340  -0.182
C -1.422 -0.016 -0.054  -0.164
C -2.277 1.242 -0.315  -0.193
C -2.657 2.043 0.942  -0.115
C -1.623 3.067 1.431  -0.305
C -0.528 2.446 2.315  -0.158
C -1.126 1.927 3.636  -0.181
C -0.196 2.223 4.829  -0.189
C 0.784 1.033 5.038  -0.179
C 2.194 1.406 4.493  -0.187
C 2.842 0.163 3.873  -0.224
C 4.184 0.421 3.183  -0.183
C 4.801 -0.941 2.751  -0.202
C 4.486 -1.276 1.288  -0.240
C 3.001 -1.633 1.019  -0.098
O -1.128 3.919 0.386  -0.213
C 0.000 3.494 -0.293  -0.435
C -0.103 3.958 -1.786  -0.703
I -2.127 4.539 -2.366  0.910
O 0.369 2.907 -2.561  -0.198
C 0.886 3.354 -3.808  -0.279
C 1.347 2.199 -4.676  -0.072
P 1.577 4.289 0.326  0.262
O 2.366 3.226 1.271  -0.219
O 2.588 4.597 -0.895  -0.195
S 1.249 5.861 1.372  0.386
H 1.875 -4.557 -5.333  0.068
H 2.574 -3.589 -4.032  0.066
H 0.975 -3.155 -4.734  0.052
H 1.000 -4.452 -2.425  0.084
H 1.437 -5.864 -3.421  0.095
H -0.804 -4.631 -4.716  0.101
H -0.678 -6.206 -3.929  0.095
H -2.246 -5.449 -2.498  0.103
H -1.009 -4.503 -1.723  0.092
H -3.138 -3.265 -2.354  0.084
H -2.833 -3.563 -4.046  0.114
H -0.806 -2.179 -3.916  0.092
H -2.175 -1.281 -3.271  0.088
H 0.309 -2.186 -1.982  0.095
H -1.131 -2.519 -0.946  0.105
H 0.428 -0.147 -1.225  0.091
H -0.977 0.174 -2.204  0.097
H -2.034 -0.888 0.179  0.110
H -0.684 0.127 0.737  0.088
H -3.207 0.888 -0.757  0.086
H -1.792 1.832 -1.090  0.050
H -2.880 1.317 1.730  0.117
H -3.600 2.560 0.743  0.115
H -2.155 3.733 2.115  0.147
H 0.042 1.685 1.784  0.097
H 0.114 3.287 2.586  0.080
H -1.395 0.870 3.597  0.110
H -2.057 2.469 3.841  0.111
H 0.366 3.145 4.670  0.105
H -0.777 2.379 5.743  0.101
H 0.877 0.747 6.087  0.106
H 0.411 0.208 4.431  0.081
H 2.820 1.850 5.268  0.117
H 2.025 2.138 3.697  0.087
H 2.962 -0.592 4.654  0.101
H 2.120 -0.234 3.154  0.094
H 4.029 1.054 2.303  0.095
H 4.837 0.938 3.890  0.110
H 5.876 -0.888 2.936  0.102
H 4.346 -1.698 3.393  0.094
H 4.751 -0.446 0.629  0.096
H 5.065 -2.167 1.032  0.097
H 2.921 -2.443 0.294  0.071
H 2.434 -0.769 0.656  0.056
H 2.481 -1.970 1.918  0.024
H 0.105 2.407 -0.358  0.121
H 0.483 4.853 -1.995  0.067
H 0.128 3.916 -4.366  0.095
H 1.733 4.043 -3.684  0.123
H 2.166 1.654 -4.210  0.082
H 0.527 1.559 -4.997  0.086
H 1.743 2.650 -5.582  0.053
H 2.513 2.420 0.749  0.073
H 2.919 3.772 -1.283  0.087
O 0.184 -2.462 3.632  -0.215
S 1.227 -3.282 4.135  0.587
O 2.326 -3.686 3.337  -0.219
O 0.567 -4.584 4.798  -0.183
C 0.959 -4.687 6.175  -0.155
C 1.187 -3.258 6.614  -0.162
O 1.794 -2.629 5.479  -0.199
H 1.880 -5.272 6.225  0.134
H 0.184 -5.183 6.753  0.135
H 1.834 -3.182 7.481  0.099
H 0.242 -2.752 6.822  0.141
O 4.033 1.661 -6.250  -0.217
S 3.306 1.148 -7.355  0.597
O 1.908 0.930 -7.311  -0.214
O 4.023 -0.197 -7.847  -0.183
C 4.407 -0.079 -9.222  -0.161
C 4.655 1.401 -9.423  -0.162
O 3.635 2.039 -8.645  -0.184
H 3.581 -0.434 -9.841  0.135
H 5.291 -0.681 -9.418  0.136
H 4.580 1.702 -10.464  0.136
H 5.627 1.702 -9.027  0.134
O 5.281 -1.096 7.437  -0.201
S 4.616 -1.886 8.404  0.605
O 3.200 -1.896 8.516  -0.226
O 5.255 -1.578 9.837  -0.181
C 5.755 -2.783 10.429  -0.159
C 6.137 -3.656 9.252  -0.159
O 5.113 -3.404 8.280  -0.188
H 4.954 -3.235 11.018  0.134
H 6.599 -2.562 11.077  0.137
H 6.168 -4.712 9.505  0.136
H 7.095 -3.355 8.825  0.136
O -1.675 11.901 2.678  -0.223
S -1.082 10.960 3.560  0.595
O -1.260 11.043 4.964  -0.222
O 0.483 10.885 3.229  -0.191
C 0.856 9.538 2.899  -0.165
C -0.395 8.935 2.302  -0.183
O -1.466 9.483 3.088  -0.188
H 1.146 9.026 3.818  0.135
H 1.691 9.536 2.205  0.134
H -0.399 7.851 2.350  0.069
H -0.535 9.251 1.267  0.137
O -4.433 -0.571 -2.008  -0.213
S -5.324 -1.347 -2.797  0.605
O -5.419 -2.752 -2.674  -0.238
O -5.078 -0.965 -4.335  -0.177
C -6.291 -0.488 -4.928  -0.162
C -7.055 0.134 -3.777  -0.155
O -6.795 -0.731 -2.667  -0.183
H -6.824 -1.341 -5.348  0.116
H -6.069 0.226 -5.716  0.136
H -8.123 0.196 -3.966  0.137
H -6.671 1.128 -3.534  0.134
O -6.649 -3.617 -4.306  -0.232
S -7.927 -3.992 -3.824  0.615
O -8.566 -3.296 -2.769  -0.199
O -7.897 -5.557 -3.486  -0.175
C -8.905 -6.248 -4.231  -0.162
C -9.075 -5.433 -5.496  -0.168
O -8.958 -4.074 -5.061  -0.190
H -9.822 -6.261 -3.639  0.134
H -8.590 -7.268 -4.432  0.135
H -10.037 -5.596 -5.974  0.134
H -8.274 -5.634 -6.211  0.134

Calculated values
- Orbital gap: 8.934 eV
- SMILES: CCCCCCCCCCC[C@@H](CCCCCCCCCC)O[C@@H]([C@H](I)OCC)P(O)(O)=S.O=S1(=O)OCCO1.O=S1(=O)OCCO1.O=S1(=O)OCCO1.O=S1(=O)OCCO1.O=S1(=O)OCCO1.O=S1(=O)OCCO1
- DFT total energy: -7027.64799 Eh

=====

[3]
Below is 5 unconnected molecules or ions with the total composition C38H80BClFN5O6Si, with properties calculated with ωB97M-V/def2-TZVPD.

Each line ends with the Löwdin charge.
Element x y z (Å)
C 8.037 0.348 -5.486  -0.069
N 7.007 1.072 -4.713  -0.166
C 5.716 1.155 -5.406  -0.068
B 6.877 0.598 -3.346  -0.574
O 6.282 -0.615 -3.003  0.088
Si 7.599 1.817 -1.926  0.076
O 9.229 2.028 -2.193  -0.157
F 6.886 3.234 -2.157  -0.129
Cl 7.264 1.099 -0.003  0.334
H 8.604 1.092 -6.058  0.086
H 8.749 -0.171 -4.839  0.083
H 7.579 -0.344 -6.199  0.087
H 5.091 0.271 -5.232  0.068
H 5.852 1.346 -6.471  0.092
H 5.181 2.023 -5.005  0.090
H 5.539 -0.394 -2.418  0.101
H 9.603 1.153 -2.374  0.053
C 2.142 -4.187 -2.266  -0.031
C 1.511 -3.151 -3.235  -0.477
C 0.436 -3.818 -4.104  -0.132
C 0.984 -4.665 -5.252  -0.176
C 2.013 -3.882 -6.062  -0.136
C 3.131 -3.312 -5.188  -0.495
N 2.594 -2.519 -4.047  -0.080
O 2.164 -1.384 -4.502  -0.017
C 4.014 -4.471 -4.685  -0.037
C 4.072 -2.472 -6.048  -0.046
C 0.809 -2.141 -2.328  -0.047
H 3.207 -4.002 -2.121  0.080
H 1.695 -4.130 -1.275  0.078
H 2.016 -5.216 -2.607  0.073
H -0.207 -3.044 -4.537  0.124
H -0.211 -4.432 -3.474  0.127
H 1.418 -5.593 -4.868  0.102
H 0.161 -4.967 -5.904  0.113
H 2.439 -4.526 -6.834  0.124
H 1.504 -3.070 -6.591  0.126
H 4.794 -4.106 -4.015  0.091
H 4.504 -4.960 -5.528  0.088
H 3.462 -5.252 -4.168  0.059
H 3.560 -1.659 -6.562  0.081
H 4.537 -3.088 -6.818  0.088
H 4.871 -2.043 -5.439  0.074
H 1.523 -1.605 -1.699  0.096
H 0.105 -2.653 -1.674  0.085
H 0.230 -1.411 -2.890  0.061
C -4.926 0.495 0.843  -0.031
C -3.414 0.154 0.769  -0.477
C -2.582 1.267 1.421  -0.132
C -2.413 2.518 0.564  -0.175
C -1.938 2.155 -0.839  -0.136
C -2.840 1.120 -1.513  -0.493
N -3.035 -0.086 -0.656  -0.076
O -1.946 -0.788 -0.682  -0.021
C -4.192 1.778 -1.852  -0.040
C -2.255 0.744 -2.874  -0.039
C -3.252 -1.104 1.623  -0.055
H -5.456 0.161 -0.049  0.081
H -5.409 -0.010 1.679  0.078
H -5.112 1.562 0.974  0.073
H -1.582 0.880 1.649  0.123
H -3.026 1.540 2.380  0.127
H -3.350 3.081 0.522  0.106
H -1.685 3.184 1.033  0.102
H -1.887 3.057 -1.454  0.119
H -0.914 1.772 -0.778  0.127
H -4.882 1.054 -2.289  0.090
H -4.047 2.576 -2.580  0.087
H -4.682 2.240 -0.999  0.059
H -1.241 0.356 -2.800  0.063
H -2.214 1.623 -3.518  0.087
H -2.874 -0.005 -3.372  0.093
H -3.796 -1.950 1.200  0.093
H -3.640 -0.925 2.626  0.087
H -2.208 -1.393 1.743  0.076
C -2.359 -7.412 3.652  -0.033
C -2.226 -5.867 3.594  -0.480
C -1.051 -5.398 4.462  -0.136
C -1.335 -5.387 5.962  -0.176
C -2.637 -4.650 6.261  -0.137
C -3.818 -5.202 5.460  -0.497
N -3.523 -5.248 4.000  -0.079
O -3.567 -4.041 3.533  -0.019
C -4.177 -6.602 5.994  -0.041
C -5.063 -4.362 5.746  -0.044
C -1.876 -5.556 2.137  -0.047
H -3.403 -7.725 3.628  0.082
H -1.890 -7.888 2.791  0.077
H -1.892 -7.843 4.539  0.073
H -0.770 -4.381 4.167  0.123
H -0.178 -6.023 4.261  0.125
H -1.370 -6.409 6.352  0.102
H -0.511 -4.895 6.484  0.113
H -2.856 -4.710 7.329  0.124
H -2.501 -3.587 6.038  0.126
H -4.984 -7.048 5.412  0.091
H -4.516 -6.532 7.029  0.088
H -3.341 -7.297 6.002  0.058
H -4.919 -3.308 5.512  0.079
H -5.318 -4.422 6.804  0.086
H -5.919 -4.726 5.175  0.091
H -2.686 -5.838 1.463  0.094
H -0.985 -6.114 1.848  0.086
H -1.649 -4.501 1.981  0.074
C -1.231 9.246 3.306  -0.032
C -0.956 7.718 3.309  -0.481
C 0.523 7.441 3.609  -0.137
C 1.465 7.678 2.430  -0.175
C 0.959 6.964 1.181  -0.135
C -0.486 7.333 0.841  -0.495
N -1.396 7.138 2.006  -0.079
O -1.592 5.868 2.162  -0.020
C -0.528 8.792 0.348  -0.040
C -0.949 6.517 -0.366  -0.040
C -1.773 7.173 4.482  -0.051
H -1.970 9.517 2.552  0.082
H -1.644 9.581 4.257  0.077
H -0.331 9.836 3.132  0.074
H 0.637 6.398 3.923  0.123
H 0.842 8.049 4.458  0.125
H 1.580 8.750 2.243  0.103
H 2.461 7.309 2.682  0.114
H 1.609 7.199 0.335  0.125
H 1.040 5.882 1.334  0.126
H -1.552 9.108 0.143  0.091
H 0.039 8.890 -0.579  0.088
H -0.087 9.504 1.041  0.059
H -0.873 5.443 -0.198  0.067
H -0.331 6.749 -1.233  0.088
H -1.984 6.751 -0.622  0.093
H -2.844 7.311 4.320  0.093
H -1.498 7.701 5.396  0.086
H -1.585 6.116 4.663  0.078

Calculated values
- Orbital gap (spin up / spin down): 8.528 / 8.835 eV
- Multiplicity: 5
- DFT total energy: -3095.44778 Eh